(1)
Entry from the Open Molecules 2025 dataset: an isolated ion of composition CClFO3P and charge -1 (ωB97M-V with the def2-TZVPD basis set).

Each line ends with the natural charge from an NBO analysis.
Positions of all 7 atoms, in Å:
1 Cl -2.23 -0.60 0.15  0.103
2 P 0.79 -0.40 0.09  2.270
3 F -0.96 1.44 -0.04  -0.270
4 O 1.47 0.89 -0.27  -1.131
5 O 0.62 -0.55 1.63  -1.091
6 O 0.85 -1.62 -0.78  -1.122
7 C -1.00 0.26 -0.54  0.240

gap between HOMO and LUMO (alpha / beta) = 6.0016 / 6.0178 eV
total charge = -1
molecular weight = 145.4 g mol⁻¹

=====

(2)
Entry from the Open Molecules 2025 dataset: the molecule C3HCl2NS (ωB97M-V with the def2-TZVPD basis set).

Each line ends with the natural charge from an NBO analysis.
Positions of all 8 atoms, in Å:
1 Cl -1.90 -0.73 -1.25  -0.022
2 Cl -1.71 1.20 0.97  0.070
3 S 0.84 1.72 -1.23  0.276
4 N 2.35 -1.18 0.67  -0.233
5 C 0.53 0.42 -0.36  -0.269
6 C 1.65 -0.34 0.22  0.204
7 C -0.91 -0.07 0.15  -0.286
8 H -0.86 -1.00 0.83  0.261

gap between HOMO and LUMO = 8.0951 eV
SMILES string = N#CC(=S)C(Cl)Cl
total charge = 0
molecular weight = 154.0 g mol⁻¹

=====

(3)
Entry from the Open Molecules 2025 dataset: C18H41FeN2OP3S as an isolated structure (ωB97M-V with the def2-TZVPD basis set).

Each line ends with the natural charge from an NBO analysis.
Positions of all 67 atoms, in Å:
1 Fe -0.52 -0.66 -0.20  1.086
2 S 0.21 1.48 -0.74  -0.103
3 P 0.46 -1.21 -2.30  0.736
4 P -2.68 -0.35 -0.53  0.815
5 P -0.82 0.37 2.09  0.841
6 O -1.85 -3.62 -0.64  -0.782
7 N 1.27 3.45 0.64  -0.729
8 N 2.45 1.47 0.77  -0.745
9 C -3.70 -6.74 -1.07  -0.167
10 C -2.10 -4.92 -1.03  0.328
11 C -3.05 -0.41 -2.33  -0.914
12 C -3.39 -5.41 -0.78  -0.281
13 C 1.40 2.15 0.30  0.369
14 C -0.10 -2.64 -3.33  -0.938
15 C -1.10 -5.78 -1.55  -0.317
16 C 2.28 -1.51 -2.26  -0.912
17 C -2.08 -0.45 3.15  -0.939
18 C 0.13 -2.43 0.87  -0.492
19 C 0.62 0.43 3.25  -0.940
20 C -2.72 -7.60 -1.60  -0.183
21 C 0.49 0.13 -3.57  -0.910
22 C -3.44 1.27 -0.15  -0.913
23 C -1.43 -7.10 -1.83  -0.174
24 C -1.32 2.12 2.32  -0.935
25 C -3.91 -1.53 0.13  -0.923
26 C 1.29 -1.63 0.88  -0.392
27 H 1.59 -1.14 1.81  0.255
28 H 0.08 -3.29 0.21  0.287
29 H 0.61 4.01 0.10  0.447
30 H -2.95 -8.65 -1.80  0.249
31 H 2.61 0.51 0.49  0.424
32 H -3.09 -0.17 2.83  0.256
33 H 2.02 3.94 1.10  0.439
34 H -0.53 2.81 2.00  0.247
35 H -1.93 -0.13 4.20  0.281
36 H -2.22 2.35 1.75  0.251
37 H -0.66 -7.77 -2.23  0.241
38 H 0.37 1.08 4.10  0.279
39 H -4.13 -4.74 -0.34  0.216
40 H -4.69 -7.13 -0.85  0.244
41 H 0.94 -0.28 -4.49  0.278
42 H -4.14 -0.33 -2.44  0.287
43 H 2.51 -2.36 -1.61  0.243
44 H -1.97 -1.54 3.09  0.246
45 H -3.77 1.31 0.90  0.259
46 H 2.59 -1.74 -3.28  0.284
47 H -2.72 2.07 -0.35  0.252
48 H -0.98 -2.38 -3.93  0.273
49 H -4.55 -1.89 -0.69  0.286
50 H 2.09 -1.84 0.17  0.245
51 H -2.70 -1.36 -2.76  0.252
52 H -1.54 2.26 3.38  0.271
53 H 0.73 -2.94 -3.99  0.283
54 H -0.57 -2.48 1.72  0.263
55 H 3.22 1.97 1.20  0.444
56 H 1.10 0.98 -3.22  0.259
57 H 2.81 -0.61 -1.90  0.244
58 H -0.32 -3.52 -2.71  0.248
59 H 0.83 -0.58 3.63  0.255
60 H 1.51 0.82 2.74  0.237
61 H -1.33 -3.04 -1.29  0.449
62 H -0.53 0.49 -3.79  0.250
63 H -4.32 1.41 -0.80  0.290
64 H -4.54 -1.08 0.91  0.271
65 H -2.55 0.42 -2.84  0.252
66 H -0.08 -5.40 -1.70  0.199
67 H -3.36 -2.39 0.54  0.275

gap between HOMO and LUMO (alpha / beta) = 5.6765 / 3.0595 eV
2S+1 = 6
total charge = +3
molecular weight = 482.4 g mol⁻¹
⟨S²⟩ = 8.78

=====

(4)
Entry from the Open Molecules 2025 dataset: the molecule C5H8N2 (ωB97M-V with the def2-TZVPD basis set).

Each line ends with the natural charge from an NBO analysis.
Positions of all 15 atoms, in Å:
1 N 2.69 -0.86 1.09  -0.346
2 N -0.62 -1.40 -0.04  -0.605
3 C -0.27 0.01 -0.08  0.105
4 C 2.16 -0.38 0.18  0.310
5 C -0.29 -0.71 1.23  -0.277
6 C 1.20 0.20 -0.74  -0.522
7 C -1.23 1.10 -0.54  -0.624
8 H 1.26 -0.35 -1.69  0.259
9 H -0.91 2.07 -0.16  0.221
10 H 0.74 -0.94 1.63  0.237
11 H -1.05 -0.55 1.99  0.202
12 H 1.46 1.26 -0.89  0.247
13 H -1.26 1.16 -1.64  0.215
14 H -1.62 -1.55 -0.16  0.357
15 H -2.26 0.94 -0.19  0.220

gap between HOMO and LUMO = 10.3430 eV
SMILES string = C[C@@]1(CC#N)CN1
total charge = 0
molecular weight = 96.1 g mol⁻¹

=====

(5)
Entry from the Open Molecules 2025 dataset: a 3-piece molecular cluster, H5OS2 overall (ωB97M-V with the def2-TZVPD basis set).

Each line ends with the natural charge from an NBO analysis.
Positions of all 8 atoms, in Å:
1 S 2.55 -0.18 1.68  0.312
2 S -0.38 0.84 0.29  0.230
3 O -2.42 -0.10 -2.00  -0.166
4 H 1.65 -0.75 0.86  0.154
5 H 2.99 -1.12 2.56  0.235
6 H -1.80 0.31 -1.34  0.496
7 H -0.04 2.09 -0.13  0.188
8 H -2.57 -1.08 -1.92  0.549

gap between HOMO and LUMO (alpha / beta) = 4.8795 / 3.2770 eV
2S+1 = 2
total charge = +2
molecular weight = 85.2 g mol⁻¹
⟨S²⟩ = 1.63

=====

(6)
Entry from the Open Molecules 2025 dataset: the molecule C6H12N2O (ωB97M-V with the def2-TZVPD basis set).

Each line ends with the natural charge from an NBO analysis.
Positions of all 21 atoms, in Å:
1 O 2.47 1.47 -0.37  -0.691
2 N -0.47 2.30 0.32  -0.822
3 N 1.32 -1.32 1.43  -0.817
4 C 0.07 1.08 -0.05  0.083
5 C 1.38 0.69 -0.05  0.129
6 C 1.40 -0.74 0.14  0.008
7 C -1.84 -0.46 0.63  -0.671
8 C -0.78 -0.74 -1.66  -0.627
9 C -0.68 -0.14 -0.27  0.005
10 H -1.76 -1.51 0.96  0.211
11 H -1.67 -0.37 -2.18  0.190
12 H -1.86 0.17 1.51  0.221
13 H 2.01 -1.34 -0.53  0.176
14 H 0.21 3.03 0.51  0.386
15 H -2.81 -0.37 0.12  0.215
16 H 3.24 1.15 0.13  0.477
17 H -1.26 2.63 -0.22  0.375
18 H -0.88 -1.83 -1.61  0.200
19 H 0.09 -0.50 -2.27  0.218
20 H 0.65 -0.87 2.04  0.370
21 H 1.16 -2.32 1.41  0.364

gap between HOMO and LUMO = 7.9898 eV
SMILES string = CC(C)=C(N)/C(O)=C\N
total charge = 0
molecular weight = 128.2 g mol⁻¹

=====

ΔE to the lowest compared entry with this formula, charge and spin for every record listed, in sequence, given in kJ/mol: 388.4, 30.4, 77.4, 173.7, 436.9, 292.2.
E_tot for every record listed, in sequence, given in eV: -31708.285, -40495.536, -97420.015, -8293.196, -23770.915, -11441.642.
Strongest force on any atom for every record listed, in sequence, given in eV Å⁻¹: 4.534, 3.606, 4.926, 1.740, 1.531, 1.213.